The following is a DFT calculation (ωB97M-V/def2-TZVPD) of 2 unconnected molecules or ions with the total composition C6H16NS at a distorted geometry.

Properties
Spin multiplicity: 2
Energy relative to the best compared isomer or geometry (same formula, charge and spin) (kJ/mol): 92.3
HOMO level (spin up / spin down) (eV): -8.4 / -8.4
Molecular weight (g mol⁻¹): 134.27
Frontier orbital gap (spin up / spin down) (eV): 9.34 / 6.53

Atoms and positions in Å:
1 C -0.236 -0.595 -1.667
2 N 1.119 0.072 -1.698
3 C 2.168 -0.736 -1.048
4 C 1.422 0.465 -3.039
5 H -0.551 -0.725 -0.610
6 H -0.217 -1.570 -2.231
7 H -0.935 0.117 -2.118
8 H 3.118 -0.132 -1.207
9 H 1.911 -0.838 0.060
10 H 2.291 -1.725 -1.548
11 H 2.355 1.025 -2.959
12 H 0.658 1.194 -3.451
13 H 1.548 -0.438 -3.715
14 C -2.614 0.199 2.032
15 C -1.399 0.598 2.898
16 C -0.057 0.484 2.153
17 S 0.243 -1.226 1.603
18 H -2.708 0.873 1.178
19 H -3.569 0.203 2.546
20 H -2.425 -0.806 1.606
21 H -1.553 1.633 3.267
22 H -1.331 -0.034 3.768
23 H 0.758 0.786 2.875
24 H 0.004 1.174 1.304

---

The following is a DFT calculation (ωB97M-V/def2-TZVPD) of a molecular structure, C38H52BBr2CaCl5F9NO9 at a distorted geometry.

Properties
HOMO level (eV): -5.9
Molecular weight (g mol⁻¹): 1225.78
Frontier orbital gap (eV): 1.06

Atoms and positions in Å:
1 C 1.847 -0.301 -1.036
2 C 1.800 1.022 -0.072
3 C 1.504 0.519 1.472
4 C 0.837 2.239 -0.591
5 C -0.253 1.837 -1.744
6 O 0.220 1.526 -3.124
7 B -0.681 0.451 -3.589
8 C -0.178 -0.620 -4.731
9 C 0.274 -2.093 -4.138
10 O 1.522 -2.565 -4.804
11 C 2.176 -3.545 -3.878
12 O 2.655 -4.721 -4.342
13 O -1.477 -0.062 -2.419
14 C -1.590 0.935 -1.303
15 C -2.913 1.845 -1.658
16 C -4.355 1.069 -1.354
17 C -5.513 1.475 -2.460
18 O -4.210 -0.377 -1.127
19 C -4.649 -1.175 -2.283
20 C -4.047 -2.714 -2.028
21 C -4.622 -4.060 -2.801
22 C -3.929 -5.534 -2.513
23 C -2.655 -5.771 -1.474
24 C -2.112 -4.438 -0.669
25 C -2.797 -2.973 -0.949
26 N -1.435 0.374 0.093
27 C -1.956 1.205 1.055
28 O -2.799 1.913 1.857
29 H 2.207 0.042 -2.107
30 H 2.730 -0.986 -0.616
31 H 0.877 -0.955 -1.040
32 H 2.910 1.460 -0.055
33 H 0.909 1.284 2.127
34 H 2.525 0.176 1.987
35 H 0.865 -0.487 1.387
36 H 0.336 2.710 0.384
37 H 1.526 3.089 -1.028
38 H -0.784 2.888 -1.941
39 H -1.495 1.082 -4.202
40 H -1.100 -0.840 -5.457
41 H 0.681 -0.190 -5.408
42 H -0.543 -2.928 -4.274
43 H 0.548 -1.935 -3.011
44 H 2.245 -3.354 -2.703
45 H -2.912 2.838 -0.994
46 H -2.979 2.209 -2.769
47 H -4.731 1.530 -0.319
48 H -5.179 1.258 -3.576
49 H -5.653 2.655 -2.361
50 H -6.572 0.990 -2.233
51 H -4.210 -0.840 -3.315
52 H -5.814 -1.292 -2.255
53 H -5.517 -3.964 -3.554
54 H -4.332 -6.472 -3.097
55 H -2.145 -6.820 -1.289
56 H -1.212 -4.497 0.089
57 H -2.364 -2.059 -0.339
58 O -7.206 -0.029 -4.433
59 H -7.396 -0.836 -4.936
60 H -7.513 0.685 -5.012
61 Ca 3.687 1.429 -1.985
62 Br -2.104 -7.959 -3.813
63 C -2.813 -9.046 -5.269
64 C -3.496 -8.190 -6.309
65 Br -5.259 -7.616 -5.703
66 H -3.473 -9.792 -4.818
67 H -1.941 -9.551 -5.697
68 H -3.682 -8.765 -7.220
69 H -2.936 -7.286 -6.563
70 C 1.748 4.291 4.191
71 C 2.988 3.993 4.994
72 C 3.997 3.677 3.912
73 O 3.627 4.446 2.759
74 C 2.317 4.990 2.976
75 H 1.013 4.898 4.726
76 H 1.265 3.353 3.891
77 H 3.298 4.890 5.543
78 H 2.862 3.179 5.711
79 H 3.962 2.618 3.633
80 H 5.020 3.926 4.207
81 H 2.428 6.066 3.152
82 H 1.705 4.844 2.082
83 F 0.304 7.491 0.163
84 C -0.995 7.165 0.116
85 C -1.407 5.926 0.594
86 C -2.760 5.589 0.550
87 C -3.684 6.490 0.017
88 C -3.260 7.730 -0.464
89 C -1.909 8.071 -0.410
90 H -0.673 5.235 0.996
91 H -3.093 4.625 0.928
92 H -4.739 6.225 -0.021
93 H -3.981 8.428 -0.882
94 H -1.563 9.034 -0.772
95 C 6.574 -3.404 4.594
96 C 5.641 -2.672 5.572
97 C 4.180 -2.585 5.137
98 F 4.022 -1.960 3.949
99 F 3.454 -1.871 6.039
100 F 6.157 -1.443 5.842
101 F 5.684 -3.357 6.759
102 O 7.302 -2.586 3.671
103 C 6.576 -2.180 2.514
104 C 6.280 -0.673 2.487
105 F 5.652 -0.259 3.614
106 F 5.464 -0.352 1.448
107 F 5.462 -2.943 2.405
108 F 7.356 -2.510 1.448
109 H 7.352 -3.876 5.206
110 H 6.076 -4.242 4.091
111 H 3.730 -3.578 5.065
112 H 7.201 -0.101 2.387
113 Cl -8.913 -1.998 -5.277
114 C 3.787 2.063 8.958
115 Cl 5.077 2.021 10.186
116 Cl 4.126 3.361 7.785
117 Cl 3.723 0.497 8.110
118 Cl 2.222 2.373 9.751

---

The following is a DFT calculation (ωB97M-V/def2-TZVPD) of C2H3Cl2NS in the gas phase at a distorted geometry.

Properties
Energy relative to the best compared isomer or geometry (same formula, charge and spin) (kJ/mol): 53.7
HOMO level (eV): -9.2
Molecular weight (g mol⁻¹): 144.03
Frontier orbital gap (eV): 8.98
SMILES: S=CNC(Cl)Cl

Atoms and positions in Å:
1 S 2.851 0.096 -0.689
2 C 1.435 0.227 0.126
3 N 0.141 -0.149 -0.445
4 C -1.082 -0.001 0.268
5 Cl -2.025 1.430 -0.326
6 Cl -1.936 -1.570 -0.129
7 H 1.460 0.408 1.258
8 H 0.182 -0.678 -1.321
9 H -1.028 0.235 1.258

---

The following is a DFT calculation (ωB97M-V/def2-TZVPD) of 2 unconnected molecules or ions with the total composition C7H11FO2 at a distorted geometry.

Properties
Energy relative to the best compared isomer or geometry (same formula, charge and spin) (kJ/mol): 630.6
HOMO level (spin up / spin down) (eV): -8.0 / -7.6
Molecular weight (g mol⁻¹): 146.16
Frontier orbital gap (spin up / spin down) (eV): 7.70 / 6.82

Atoms and positions in Å:
1 C -0.188 -3.731 -0.337
2 C 0.482 -2.672 0.008
3 C -0.174 -0.292 -1.035
4 C 1.227 1.012 0.681
5 C -1.009 0.163 1.144
6 C -0.721 2.068 -0.494
7 C -0.144 0.732 0.021
8 O -0.820 -4.677 -0.098
9 O 0.643 -0.278 -2.049
10 F 1.829 -2.464 0.066
11 H -1.062 -0.363 -1.494
12 H 1.942 0.220 1.015
13 H 1.913 1.758 0.129
14 H 0.793 1.473 1.523
15 H -0.944 0.970 1.858
16 H -0.706 -0.752 1.557
17 H -2.068 -0.028 0.856
18 H -1.347 2.134 -1.393
19 H -1.421 2.278 0.237
20 H 0.194 2.702 -0.506
21 H 1.582 -0.254 -1.690

---

The following is a DFT calculation (ωB97M-V/def2-TZVPD) of a molecular structure, C20H15FeN5O6S at a distorted geometry.

Properties
Spin multiplicity: 6
Energy relative to the best compared isomer or geometry (same formula, charge and spin) (kJ/mol): 106.3
HOMO level (spin up / spin down) (eV): -11.4 / -11.4
Molecular weight (g mol⁻¹): 509.28
Total charge: +1
Frontier orbital gap (spin up / spin down) (eV): 7.55 / 6.19

Atoms and positions in Å:
1 Fe -0.032 -0.168 -0.161
2 O -0.013 2.706 3.101
3 C 0.264 1.742 2.256
4 O -0.584 1.004 1.759
5 C 1.702 1.593 1.913
6 C 2.776 2.273 2.456
7 C 4.045 1.967 1.962
8 C 4.190 1.031 0.946
9 C 3.037 0.421 0.461
10 N 1.858 0.696 0.961
11 C 2.966 -0.604 -0.682
12 O 3.981 -1.057 -1.149
13 O 1.741 -0.856 -0.987
14 H -0.964 2.778 3.269
15 H 2.625 3.011 3.229
16 H 4.914 2.463 2.371
17 H 5.152 0.777 0.527
18 O -0.290 1.877 -0.885
19 N -0.809 2.034 -2.019
20 N -1.272 0.964 -2.547
21 O -1.224 -0.157 -1.911
22 C -1.805 0.981 -3.871
23 C -2.005 -0.240 -4.506
24 C -2.495 -0.251 -5.798
25 C -2.785 0.944 -6.441
26 C -2.579 2.156 -5.795
27 C -2.087 2.187 -4.503
28 H -1.759 -1.153 -3.985
29 H -2.634 -1.193 -6.308
30 H -3.165 0.932 -7.453
31 H -2.795 3.082 -6.307
32 H -1.918 3.121 -3.988
33 N -2.905 -0.726 1.740
34 C -2.372 -1.859 1.259
35 N -1.246 -1.904 0.591
36 C -0.938 -3.200 0.181
37 C 0.155 -3.584 -0.591
38 C 0.303 -4.919 -0.915
39 C -0.608 -5.875 -0.471
40 C -1.702 -5.508 0.293
41 C -1.862 -4.167 0.598
42 S -3.154 -3.399 1.497
43 H -2.385 0.132 1.650
44 H -3.770 -0.736 2.248
45 H 0.860 -2.837 -0.934
46 H 1.144 -5.229 -1.520
47 H -0.464 -6.915 -0.728
48 H -2.414 -6.243 0.644